*1*
Formula: C39H39GeN4PReS
Source: OMol25
Level of theory: ωB97M-V/def2-TZVPD

LUMO level (alpha / beta) = -12.928 / -13.574 eV
Kohn-Sham gap (alpha / beta) = 5.7 / 5.0 eV
net charge = +4
2S+1 = 4
<S²> = 3.806

Structure (XYZ):
```
86
C39H39GeN4PReS, DFT ωB97M-V/def2-TZVPD
Re 0.08300 -0.51540 0.51250
N 2.40650 -2.25610 1.81090
P 2.21820 -1.62720 0.23520
C 3.44780 -0.31040 0.11200
C 4.78150 -0.61430 -0.14530
C 5.71690 0.40520 -0.12200
C 5.32890 1.70830 0.15370
C 3.99800 2.00540 0.41620
C 3.05840 0.99630 0.40250
C 2.53910 -2.95500 -0.91930
C 2.56990 -2.61140 -2.27800
C 2.76310 -3.59680 -3.22750
C 2.94230 -4.91660 -2.82610
C 2.92490 -5.25100 -1.47680
C 2.69220 -4.28210 -0.51570
C 1.75630 -1.62040 2.83520
C 2.09330 -1.76570 4.18580
C 1.37230 -1.07920 5.14130
C 0.31040 -0.25830 4.74580
C 0.02550 -0.16570 3.40750
N 0.71820 -0.83150 2.45900
H 3.15960 -2.89280 2.05290
H 5.07850 -1.63040 -0.36300
H 6.75650 0.18360 -0.30240
H 6.06980 2.49140 0.17910
H 3.70720 3.01640 0.64700
H 2.00240 1.21070 0.60870
H 2.45490 -1.57400 -2.56340
H 2.77980 -3.34800 -4.27730
H 3.09610 -5.68540 -3.57170
H 3.10540 -6.27170 -1.17470
H 2.64830 -4.55530 0.52860
H 2.90910 -2.40700 4.47720
H 1.61310 -1.17840 6.18900
H -0.27810 0.28520 5.47020
H -0.79860 0.45060 3.05460
S -1.23660 0.72540 -1.11440
C -2.93360 0.39490 -0.67090
N -3.72590 1.38570 -0.32840
C -5.14780 1.19020 -0.04930
C -5.38480 -0.22420 0.46050
C -4.74560 -1.22060 -0.49610
N -3.35330 -0.84810 -0.73340
H -3.42960 2.35420 -0.43810
H -5.70780 1.37560 -0.97130
H -5.45410 1.92880 0.69490
H -6.45590 -0.40930 0.52840
H -4.96190 -0.33740 1.46070
H -5.27560 -1.23550 -1.45290
H -4.76220 -2.22540 -0.07640
H -2.71270 -1.58360 -1.01580
Ge -0.81340 3.10730 -0.64040
C -2.39590 4.13510 -1.27910
C -2.51430 4.45840 -2.62200
C -3.55560 5.27840 -3.03120
C -4.44560 5.77890 -2.09510
C -4.33850 5.44030 -0.75690
C -3.29750 4.62400 -0.33600
C 0.95480 3.53080 -1.43520
C 1.47730 4.76360 -1.05270
C 2.67330 5.18960 -1.60550
C 3.31080 4.41240 -2.56000
C 2.78870 3.18230 -2.93170
C 1.59490 2.74060 -2.38150
H -0.86630 2.95620 0.91190
H -1.80600 4.08590 -3.34870
H -3.64720 5.53920 -4.07460
H -5.21860 6.47340 -2.40650
H -5.04290 5.81880 -0.02920
H -3.18460 4.39560 0.71860
H 0.95350 5.38550 -0.33520
H 3.07880 6.14360 -1.30740
H 4.19900 4.78960 -3.04890
H 3.28900 2.57630 -3.67140
H 1.16900 1.79110 -2.68630
C -1.67010 -4.99200 -0.38340
C -1.26630 -4.15510 -1.41940
C -0.72710 -2.91220 -1.13670
C -0.62830 -2.46750 0.18880
C -1.03610 -3.31590 1.22150
C -1.55220 -4.57010 0.93530
H -2.06170 -5.97260 -0.60710
H -1.36250 -4.46700 -2.44680
H -0.36010 -2.29680 -1.95280
H -0.94420 -3.00560 2.25440
H -1.85170 -5.22650 1.73910
```



*2*
Formula: C39H39GeN4PReS
Source: OMol25
Level of theory: ωB97M-V/def2-TZVPD

LUMO level (alpha / beta) = -12.552 / -13.272 eV
Kohn-Sham gap (alpha / beta) = 6.2 / 5.5 eV
net charge = +4
2S+1 = 4
<S²> = 3.805

Structure (XYZ):
```
86
C39H39GeN4PReS, DFT ωB97M-V/def2-TZVPD
Re -0.66021 -0.52712 0.19202
N -2.59631 -2.39578 -1.40217
P -1.61415 -1.13414 -1.94781
C -0.25379 -1.75234 -2.88382
C -0.39683 -1.98979 -4.25744
C 0.63886 -2.59530 -4.94886
C 1.80633 -2.95723 -4.28299
C 1.96084 -2.71710 -2.92106
C 0.93001 -2.11464 -2.22540
C -2.59641 -0.02317 -2.87106
C -1.91911 0.94185 -3.63363
C -2.65208 1.85641 -4.36683
C -4.04407 1.80077 -4.34937
C -4.71313 0.84300 -3.59365
C -3.99550 -0.06430 -2.83294
C -2.21543 -3.08163 -0.27809
C -2.67107 -4.35512 0.04582
C -2.20954 -4.95502 1.19356
C -1.28651 -4.29425 2.02720
C -0.87750 -3.04993 1.67060
N -1.34175 -2.43208 0.53226
H -3.25912 -2.84188 -2.02701
H -1.30254 -1.70507 -4.77898
H 0.53629 -2.79181 -6.00781
H 2.60694 -3.43486 -4.83346
H 2.87274 -3.00249 -2.41644
H 1.06601 -1.94489 -1.15157
H -0.83513 0.95311 -3.68049
H -2.14711 2.59982 -4.96871
H -4.61385 2.50839 -4.93775
H -5.79400 0.80099 -3.60473
H -4.52572 -0.78694 -2.22593
H -3.36778 -4.86058 -0.61031
H -2.55357 -5.94932 1.45163
H -0.91120 -4.75389 2.93013
H -0.17908 -2.48250 2.27895
S 0.88685 1.32955 0.64812
C 0.56863 1.97984 2.31090
N 1.56293 2.07738 3.14942
C 1.41613 2.72165 4.48205
C -0.02014 2.58691 4.95012
C -0.96911 3.07967 3.87282
N -0.64256 2.40039 2.59029
H 2.50924 1.87110 2.83076
H 1.71719 3.76570 4.38865
H 2.11233 2.22403 5.15294
H -0.16151 3.17529 5.85515
H -0.23977 1.54685 5.19808
H -0.88454 4.15604 3.72127
H -2.00518 2.84648 4.10599
H -1.36525 2.31223 1.88817
Ge 3.18965 0.28092 0.56779
C 4.29417 1.33631 1.66370
C 4.78588 2.56503 1.19527
C 5.69219 3.27156 1.96825
C 6.11379 2.75874 3.19294
C 5.62832 1.54061 3.66142
C 4.71711 0.82254 2.90182
C 3.39771 0.26697 -1.31702
C 4.46340 -0.50861 -1.78368
C 4.77216 -0.49907 -3.13815
C 4.02649 0.27695 -4.01723
C 2.96554 1.04511 -3.55382
C 2.65076 1.04753 -2.20197
H 2.78910 -1.03655 1.25140
H 4.48297 2.95795 0.23112
H 6.08537 4.21471 1.61287
H 6.84141 3.30467 3.77886
H 5.97484 1.14659 4.60751
H 4.36645 -0.14032 3.25663
H 5.07200 -1.10215 -1.10884
H 5.60587 -1.08466 -3.50329
H 4.29206 0.30375 -5.06590
H 2.40634 1.66385 -4.24359
H 1.85040 1.68955 -1.84901
C -4.72269 1.81500 1.10191
C -3.76281 2.37882 0.25500
C -2.60414 1.68427 -0.03477
C -2.39605 0.40841 0.54633
C -3.37517 -0.16189 1.38791
C -4.52687 0.55466 1.66363
H -5.63348 2.36012 1.31570
H -3.92895 3.35612 -0.18032
H -1.88340 2.11752 -0.71984
H -3.24177 -1.14007 1.83025
H -5.28107 0.12771 2.31210
```



Of them, the most stable is *2* and the least stable is *1*.



*1*
Formula: C6H17N2Si
Source: OMol25
Level of theory: ωB97M-V/def2-TZVPD

LUMO level = -3.184 eV
SMILES string = CN(C)/C=[NH+]/[Si](C)(C)C
Kohn-Sham gap = 10.1 eV
net charge = +1

Structure (XYZ):
```
26
C6H17N2Si, DFT ωB97M-V/def2-TZVPD
C -0.63406 2.84341 -2.10252
N 0.15931 1.93485 -1.24426
C 1.48619 2.32192 -1.02569
C -0.32983 0.84287 -0.86715
N 0.33627 0.00293 0.01843
Si -0.20914 -1.39983 1.01388
C -0.37973 -3.06589 -0.14958
C 1.27847 -1.79641 1.98317
C -1.85386 -0.84611 1.89835
H -0.46854 3.88696 -1.85347
H -0.27067 2.62446 -3.20284
H -1.63892 2.57306 -2.32330
H 1.80308 3.23126 -1.50823
H 1.75313 2.42249 0.00409
H 2.19288 1.61464 -1.45661
H -1.26973 0.50181 -1.35108
H 1.27770 0.48616 0.23823
H -0.14521 -2.94851 -1.21113
H 0.26103 -3.66206 0.46466
H -1.38754 -3.44836 -0.05818
H 1.41102 -2.83977 1.85606
H 2.18369 -1.44842 1.53917
H 1.37951 -1.53994 3.06376
H -2.02529 -1.38948 2.86717
H -2.07951 0.25842 2.03330
H -2.83026 -1.16049 1.37379
```



*2*
Formula: C6H17N2Si
Source: OMol25
Level of theory: ωB97M-V/def2-TZVPD

LUMO level = -4.039 eV
SMILES string = CN[Si](C)(C)C=[N+](C)C
Kohn-Sham gap = 9.1 eV
net charge = +1

Structure (XYZ):
```
26
C6H17N2Si, DFT ωB97M-V/def2-TZVPD
C -2.37912 -1.97616 -0.43418
N -2.02328 -0.75198 0.29122
Si -1.01199 0.51793 -0.13741
C -1.24198 2.01148 0.96795
C -1.18538 1.18630 -1.99840
C 1.05586 0.55332 -0.24685
N 1.92792 0.02389 0.49536
C 3.30604 0.10594 0.32668
C 1.51411 -0.63093 1.73912
H -3.35779 -2.00086 -0.65531
H -1.87352 -2.18395 -1.36776
H -2.04110 -2.79850 0.25588
H -2.49527 -0.89357 1.23769
H -0.28727 2.42704 1.35904
H -1.60651 2.92206 0.52241
H -1.69642 1.60334 1.89909
H -2.21950 1.20113 -2.38328
H -0.54978 2.11488 -2.07673
H -0.77666 0.40661 -2.70297
H 1.50683 1.00904 -1.19051
H 3.84558 0.57010 1.11936
H 3.87999 -0.86229 0.22902
H 3.47680 0.68067 -0.60685
H 0.51093 -0.32980 2.01394
H 1.52957 -1.83360 1.62473
H 2.37421 -0.51319 2.54799
```



Of them, the most stable is *1* and the least stable is *2*.



*1*
Formula: C4H16N2O2
Source: OMol25
Level of theory: ωB97M-V/def2-TZVPD

LUMO level = 0.340 eV
SMILES string = NCCCCN.O.O
Kohn-Sham gap = 9.5 eV

Structure (XYZ):
```
24
C4H16N2O2, DFT ωB97M-V/def2-TZVPD
N -0.69715 1.45843 -1.93434
C -0.18645 2.27529 -0.80878
C 0.35309 1.55686 0.43970
C -0.54985 0.42438 0.89527
C 0.15258 -0.39228 2.02544
N -0.56796 -1.50568 2.63953
H -1.54220 0.93497 -1.74672
H -0.00966 0.78983 -2.24980
H -1.02515 2.92904 -0.55750
H 0.56053 2.92737 -1.25887
H 1.28843 1.08361 0.04063
H 0.61666 2.16873 1.29565
H -0.82127 -0.15502 0.04221
H -1.45431 0.77187 1.41321
H 1.09999 -0.71282 1.57204
H 0.55588 0.21681 2.82782
H -1.51690 -1.18580 2.80825
H -0.68251 -2.30498 2.02901
O 1.78370 -0.78192 -0.90477
H 2.49792 -0.89305 -1.53051
H 1.00730 -0.36567 -1.29346
O -0.62878 -3.03751 -2.10974
H 0.18138 -2.51200 -2.19612
H -0.41527 -3.69044 -1.43817
```



*2*
Formula: C4H16N2O2
Source: OMol25
Level of theory: ωB97M-V/def2-TZVPD

LUMO level = 0.418 eV
SMILES string = NCCCCN.O.O
Kohn-Sham gap = 9.9 eV

Structure (XYZ):
```
24
C4H16N2O2, DFT ωB97M-V/def2-TZVPD
N -2.66770 1.66259 -0.57841
C -1.70021 0.63506 -0.93751
C -0.76007 0.22270 0.25783
C 0.18816 1.39500 0.60477
C 1.57099 0.83102 1.00957
N 1.38637 0.41535 2.42504
H -3.14071 1.34348 0.25744
H -2.10819 2.47893 -0.35813
H -1.14027 0.88604 -1.83144
H -2.16434 -0.34287 -1.13088
H -0.23547 -0.66019 -0.11451
H -1.35529 -0.04911 1.13372
H -0.07345 1.93027 1.53054
H 0.03477 2.23907 -0.06566
H 2.07331 0.11168 0.35721
H 2.25316 1.69433 0.99963
H 2.23052 0.60980 2.95803
H 1.32246 -0.58868 2.56382
O 2.35741 -4.03031 -0.10544
H 2.63492 -3.21269 0.34054
H 2.28009 -3.53183 -0.92205
O -0.89738 -1.70760 -2.98460
H -1.00147 -1.51185 -2.04650
H -1.08763 -0.82021 -3.36303
```



*3*
Formula: C4H16N2O2
Source: OMol25
Level of theory: ωB97M-V/def2-TZVPD

LUMO level = 0.646 eV
SMILES string = CN(C)CCN.O.O
Kohn-Sham gap = 8.9 eV

Structure (XYZ):
```
24
C4H16N2O2, DFT ωB97M-V/def2-TZVPD
C 0.00883 2.05251 0.39196
N -0.58797 1.64249 -0.85329
C -0.15559 2.42261 -1.97331
C -1.93218 1.14885 -0.86436
C -2.14117 -0.19938 -0.17587
N -2.40953 -0.07887 1.25853
H 1.05851 1.78956 0.46886
H -0.02600 3.12441 0.60652
H -0.49732 1.53724 1.20788
H 0.88881 2.24783 -2.17723
H -0.28082 3.51621 -1.95769
H -0.64567 2.02878 -2.86464
H -2.71453 1.84202 -0.48927
H -2.24517 1.04103 -1.90935
H -3.01066 -0.71928 -0.57494
H -1.26333 -0.76839 -0.40920
H -3.04489 -0.81665 1.52607
H -1.60872 -0.11982 1.87058
O 4.73471 -5.22250 1.87809
H 3.98582 -5.72830 1.53605
H 4.59720 -4.35697 1.47744
O 1.39115 -0.78739 -0.04057
H 2.05307 -0.08791 0.07673
H 1.05719 -0.54910 -0.92020
```



Of them, the most stable is *1* and the least stable is *2*.



*1*
Formula: C18H18N2O5S
Source: OMol25
Level of theory: ωB97M-V/def2-TZVPD

LUMO level = -0.818 eV
Kohn-Sham gap = 7.2 eV

Structure (XYZ):
```
44
C18H18N2O5S, DFT ωB97M-V/def2-TZVPD
C 2.95165 1.08703 0.73431
H 3.09080 0.36195 1.35956
C 1.98043 2.21314 1.16073
C 1.83023 3.25455 0.17205
H 2.89859 3.52276 -0.45836
H 1.45313 4.09100 0.76904
O 1.00220 2.79967 -0.56792
C 1.21993 2.68245 -2.11619
O 2.29190 3.00465 -2.50636
C 0.11483 2.36999 -2.96187
H -0.07863 2.85517 -3.75806
H 0.17493 1.12647 -3.26720
S -1.38412 2.56236 -2.32338
C -1.97910 1.15833 -1.13015
C -1.12944 -0.02522 -1.02123
C 0.14705 -0.24116 -1.28902
N 1.27848 -0.45488 -1.80692
C -1.72641 -1.01754 0.04354
C -0.85798 -1.94526 0.43078
C -0.81455 -3.30671 0.39421
C 0.22425 -4.27785 0.71028
C 1.14348 -3.70345 1.71898
C 1.14535 -2.29614 1.84230
C 0.26032 -1.40495 1.49016
H 0.22334 -0.54138 1.31414
O 2.30767 -1.94770 2.49853
C 3.18570 -3.16916 2.71147
O 2.11372 -4.30349 2.08110
H 4.07408 -3.18625 2.42435
H 3.12105 -3.37162 3.85484
H 0.05615 -5.30602 0.52448
H -1.52504 -3.80526 -0.42648
C -2.65343 -0.36552 1.07741
C -3.46597 0.62009 0.49428
O -4.61494 0.82498 0.98585
N -3.33991 1.28492 -0.54598
H -3.72203 1.98572 -1.08143
H -1.98700 0.27867 1.98890
H -3.17690 -1.15915 1.67838
H -2.55068 -1.72459 -0.52147
H 2.66188 2.76607 2.18664
H 1.12516 1.70988 1.90387
H 4.01328 1.34169 0.44438
H 2.64586 0.56477 -0.14357
```



*2*
Formula: C18H18N2O5S
Source: OMol25
Level of theory: ωB97M-V/def2-TZVPD

LUMO level = 0.082 eV
SMILES string = CCS(=O)(=O)Nc1cccc(C(=O)C[C@@]2(O)C(=O)Nc3ccccc32)c1
Kohn-Sham gap = 8.7 eV

Structure (XYZ):
```
44
C18H18N2O5S, DFT ωB97M-V/def2-TZVPD
C -1.67760 1.86654 3.95847
C -0.99971 2.45396 2.74439
S 0.71792 1.91220 2.74412
O 1.38141 2.43271 3.90079
O 1.32322 2.16732 1.45897
N 0.65017 0.23597 3.00443
C 0.77370 -0.64885 1.91917
C 1.94998 -1.36829 1.72585
C 2.05394 -2.26783 0.68085
C 0.98637 -2.46013 -0.17256
C -0.19529 -1.73926 0.00137
C -1.30060 -2.04420 -0.94912
O -1.40309 -3.14477 -1.44008
C -2.25882 -0.93435 -1.32100
C -1.53711 0.25862 -2.00947
O -2.38773 0.87773 -2.94090
C -1.08507 1.25890 -0.92678
O -1.84648 1.85860 -0.19067
N 0.25794 1.33287 -0.94342
C 0.80216 0.49003 -1.90785
C 2.13111 0.25474 -2.19056
C 2.42004 -0.64087 -3.21194
C 1.41179 -1.27021 -3.92338
C 0.07375 -1.03464 -3.62839
C -0.22008 -0.15419 -2.61283
C -0.29791 -0.83044 1.05118
H -2.69448 2.24180 4.04892
H -1.12027 2.13957 4.85162
H -1.70768 0.78212 3.88843
H -1.44403 2.15812 1.79709
H -0.94323 3.53847 2.79249
H 1.30444 0.03812 3.74898
H 2.77659 -1.22100 2.40589
H 2.96867 -2.82218 0.53739
H 1.04370 -3.16541 -0.98680
H -2.97953 -1.34226 -2.03358
H -2.79656 -0.56735 -0.44363
H -3.03077 1.40762 -2.45146
H 0.79752 1.82773 -0.23346
H 2.91072 0.74778 -1.63220
H 3.45143 -0.84694 -3.45571
H 1.66704 -1.95763 -4.71506
H -0.71348 -1.52813 -4.17498
H -1.21409 -0.29256 1.23542
```



Of them, the most stable is *2* and the least stable is *1*.